66
Properties=species:S:1:pos:R:3:lowdin_charge:R:1 method="wB97M-V/def2-TZVPD" charge=+1 e_homo_ha=-0.4026 lumo_energy_ha=-0.14014 de_lowest_ev=1.837
C -3.818 -1.401 2.086 -0.06
F 2.777 3.375 2.134 0.18
H -3.571 1.275 4.150 0.11
C 3.784 -1.907 0.073 -0.01
C 1.654 3.696 -0.461 -0.02
H 1.179 5.717 -0.714 0.11
C -3.925 1.576 -2.575 -0.03
H -4.369 -2.325 1.970 0.11
F 3.775 1.639 1.285 0.15
H -1.806 0.220 -4.849 0.12
S 0.277 -2.294 1.669 0.70
C -3.214 1.306 -1.413 -0.06
H -0.076 -2.590 5.790 0.04
O -0.411 -1.715 -1.631 -0.52
C -0.270 2.231 0.279 -0.42
C -2.846 -1.056 1.165 -0.12
H -2.637 -1.714 0.327 0.11
H -0.672 -1.712 4.364 0.03
H 4.744 -2.075 0.545 0.15
C -1.178 3.366 -0.038 -0.03
C 2.544 -3.865 -3.337 0.00
F 2.668 1.475 3.155 0.19
P -0.945 0.499 0.020 1.12
S -0.097 -0.735 -2.792 0.57
H -3.971 1.441 -4.716 0.12
H -2.248 3.248 0.057 0.10
C 1.446 1.678 1.138 -0.45
C 0.808 4.720 -0.518 -0.05
H -1.822 1.885 2.537 0.11
H 2.713 3.844 -0.629 0.13
C 3.901 -3.638 -3.225 -0.01
H 4.595 -4.060 -3.938 0.13
N 2.758 -1.560 0.754 -0.19
C -0.637 4.537 -0.370 -0.03
O 1.311 0.314 1.198 -0.34
C 3.447 -2.383 -1.252 -0.23
H 0.614 -3.422 -2.507 0.11
N 2.833 -1.569 2.115 -0.04
C 1.678 -3.277 -2.428 -0.09
C -3.411 1.230 -3.816 -0.03
C -1.966 0.699 -1.478 -0.28
C 1.191 2.289 -0.245 -0.11
C 2.679 2.056 1.959 -0.54
H 1.483 1.668 -1.086 0.12
H -3.640 1.561 -0.450 0.12
C -2.195 0.566 -3.902 -0.02
C 1.696 -1.944 2.627 -1.02
O -0.030 -1.364 -4.066 -0.22
O 1.117 -0.047 -2.308 -0.37
H -4.893 2.055 -2.506 0.12
N 2.106 -2.511 -1.426 -0.01
S 1.702 -2.144 4.346 0.93
C -2.133 0.136 1.313 -0.36
Os 0.940 -1.074 -0.217 1.27
C -3.369 0.624 3.310 -0.05
H -4.842 -0.822 3.880 0.11
C -2.389 0.978 2.392 -0.05
C 4.363 -2.897 -2.146 0.02
H -1.276 5.393 -0.546 0.12
O 0.239 2.263 1.642 0.03
C -0.024 -2.515 4.705 -0.41
H -0.325 -3.464 4.269 0.03
H 5.420 -2.748 -1.973 0.13
H 2.139 -4.488 -4.120 0.13
C -4.080 -0.557 3.159 -0.06
C -1.494 0.314 -2.735 -0.27